Record 1
{"formula": "C4H13NO2", "method": "ωB97M-V with the def2-TZVPD basis set", "elements": ["C", "C", "C", "C", "N", "H", "H", "H", "H", "H", "H", "H", "H", "H", "H", "H", "O", "H", "H", "O"], "positions_angstrom": [[-0.965652, -1.459514, -1.954093], [-0.019736, -1.925301, -0.806949], [0.600303, -0.748226, -0.149824], [0.523936, -0.582703, 1.230451], [0.803455, 0.553226, 1.892529], [-0.606794, -0.676667, -2.622649], [-1.147769, -2.312368, -2.610525], [-1.952952, -1.198843, -1.573041], [0.810214, -2.373784, -1.379640], [-0.571776, -2.588405, -0.151325], [0.583129, 0.201967, -0.672712], [0.001879, -1.299277, 1.861821], [0.900116, 0.501610, 2.902446], [1.642837, 1.032691, 1.540012], [-2.572045, 2.033698, 0.606942], [-1.514403, 1.030242, 1.184798], [-1.969147, 1.851893, 1.321462], [1.043643, 2.746557, -0.374475], [2.587153, 2.577316, -0.429099], [1.823610, 2.635888, 0.183870]], "forces_ev_per_a": [[-0.6, -0.7, -0.1], [0.7, 1.4, -1.7], [-2.1, 0.2, 0.6], [-0.7, 0.6, 1.6], [2.5, -1.4, -0.4], [0.3, 0.1, 0.4], [0.1, -0.1, 0.1], [0.1, 0.3, 0.1], [-0.1, -0.6, 0.5], [0.5, -0.3, 0.2], [1.0, -0.1, -0.5], [0.2, -0.4, -0.3], [-0.8, -0.1, 0.1], [-0.9, 1.0, -0.6], [-0.3, -0.2, -0.4], [-0.2, -0.4, -0.4], [0.3, 0.7, 0.8], [0.1, 0.2, 0.1], [-0.7, 0.3, 0.5], [0.7, -0.5, -0.5]], "molar_mass_g_mol": 107.153, "relative_energy_kj_mol": 85.0, "orbital_gap_ev": [10.618, 7.726], "lumo_energy_ev": [-4.047, -7.266], "spin_multiplicity": 2, "total_energy_ev": -9935.27509, "charge": 1, "homo_energy_ha": [-0.53891, -0.55097], "s2": 0.76}

---

Record 2
{"formula": "C4H13NO2S", "method": "ωB97M-V with the def2-TZVPD basis set", "elements": ["C", "N", "C", "C", "S", "C", "O", "H", "H", "H", "H", "H", "H", "H", "H", "H", "H", "H", "H", "H", "O"], "positions_angstrom": [[-0.634082, -0.400986, -2.178605], [0.099848, -0.777962, -0.961281], [0.168290, 0.140862, 0.142963], [1.356197, 1.170974, -0.031715], [2.871002, 0.278036, 0.358751], [-1.102496, 0.905906, 0.448271], [1.904759, -1.021447, 3.061733], [-0.053215, -0.850023, -2.980319], [-1.668899, -0.770207, -2.063851], [-0.663311, 0.678171, -2.346264], [0.964547, -1.211747, -1.222148], [0.248362, -0.607303, 0.965444], [1.290292, 1.957468, 0.719138], [1.282657, 1.732311, -0.973507], [2.226881, -0.568715, 2.255056], [-1.209422, 1.819448, -0.138591], [-1.426975, 1.381933, 1.394662], [2.308163, -1.892376, 2.996577], [-3.269579, -1.270087, 0.522120], [-1.972050, 0.228489, 0.227829], [-2.720968, -0.922746, -0.196265]], "forces_ev_per_a": [[0.6, -0.4, 0.7], [-1.0, 1.9, -1.2], [-2.4, -3.3, 1.6], [2.3, 1.3, 1.1], [-1.2, 0.5, -1.1], [1.5, 3.1, -0.1], [0.0, 0.0, -0.3], [-0.6, -0.1, -0.4], [0.3, 0.0, -0.3], [0.0, 0.1, 0.1], [0.5, -0.2, 0.6], [1.0, 1.3, 0.1], [-0.4, -0.2, 0.2], [-0.1, -0.9, -0.2], [0.0, 0.0, 0.4], [-0.2, -0.3, -1.0], [1.3, -1.1, 0.5], [0.0, -0.1, 0.1], [0.1, 0.2, 0.1], [-1.6, -2.3, -0.8], [0.1, 0.4, -0.2]], "molar_mass_g_mol": 139.220, "relative_energy_kj_mol": 680.3, "orbital_gap_ev": 4.182, "lumo_energy_ev": -4.143, "total_energy_ev": -20772.16868, "charge": 0, "homo_energy_ha": -0.30594}